Entry 1:
C57H147N9O18 | ωB97M-V with the def2-TZVPD basis set

Properties
HOMO   -8.74 eV
Energy relative to the best compared isomer or geometry (same formula, charge and spin)   58.79 kcal/mol
Total energy   -111743.1096 eV
SMILES   COC[C@H](C)N.COC[C@H](C)N.COC[C@H](C)N.COCCNCCOC.COCCNCCOC.COCCNCCOC.COCCNCCOC.COCCNCCOC.COCCNCCOC.CC(C)O.CC(C)O.CC(C)O
2S+1   1
E_LUMO   0.136 eV
Charge   0

Cartesian coordinates (Å):
C (6.705, -3.159, 10.681)
O (5.560, -3.675, 10.121)
C (4.493, -2.784, 10.294)
C (3.115, -3.290, 9.850)
C (3.052, -3.884, 8.454)
N (2.078, -2.284, 10.031)
H (6.684, -3.006, 11.760)
H (7.076, -2.236, 10.236)
H (7.506, -3.891, 10.577)
H (4.405, -2.437, 11.324)
H (4.800, -1.964, 9.644)
H (2.787, -4.108, 10.491)
H (3.595, -4.825, 8.368)
H (3.576, -3.207, 7.780)
H (2.060, -4.037, 8.029)
H (2.106, -2.120, 11.027)
H (1.135, -2.638, 9.958)
C (3.017, -6.211, -0.041)
O (2.004, -6.484, -1.021)
C (2.336, -6.039, -2.341)
C (1.283, -6.593, -3.246)
C (1.277, -8.049, -3.726)
N (1.292, -5.898, -4.498)
H (3.300, -5.159, -0.015)
H (3.875, -6.834, -0.294)
H (2.706, -6.523, 0.956)
H (2.460, -4.956, -2.311)
H (3.302, -6.433, -2.655)
H (0.351, -6.349, -2.737)
H (1.243, -8.722, -2.869)
H (2.203, -8.224, -4.274)
H (0.418, -8.288, -4.353)
H (1.239, -4.915, -4.273)
H (0.377, -6.079, -4.887)
C (-7.613, 5.676, -0.977)
O (-7.078, 6.226, -2.171)
C (-6.136, 5.300, -2.787)
C (-6.615, 3.913, -3.256)
C (-5.463, 3.048, -3.788)
N (-7.576, 4.119, -4.329)
H (-6.944, 5.282, -0.212)
H (-8.358, 4.902, -1.165)
H (-8.189, 6.482, -0.522)
H (-5.772, 5.819, -3.674)
H (-5.311, 5.282, -2.075)
H (-7.102, 3.540, -2.355)
H (-4.756, 2.716, -3.027)
H (-4.871, 3.597, -4.520)
H (-5.827, 2.116, -4.220)
H (-8.299, 4.724, -3.967)
H (-8.016, 3.237, -4.550)
C (-5.379, 16.378, 2.772)
O (-5.568, 14.956, 2.615)
C (-5.792, 14.542, 1.241)
C (-5.886, 13.048, 1.241)
N (-4.687, 12.394, 1.760)
C (-4.876, 10.929, 1.693)
C (-3.639, 10.134, 2.353)
O (-4.022, 8.757, 2.492)
C (-2.885, 7.868, 2.707)
H (-4.962, 16.492, 3.773)
H (-6.287, 16.980, 2.765)
H (-4.671, 16.809, 2.063)
H (-4.965, 14.783, 0.572)
H (-6.709, 15.007, 0.879)
H (-5.981, 12.719, 0.206)
H (-6.764, 12.723, 1.798)
H (-4.421, 12.601, 2.712)
H (-5.117, 10.603, 0.681)
H (-5.726, 10.573, 2.275)
H (-3.336, 10.573, 3.304)
H (-2.784, 10.355, 1.715)
H (-2.229, 7.848, 1.837)
H (-3.313, 6.868, 2.769)
H (-2.349, 8.098, 3.628)
C (1.782, -1.842, -5.817)
O (2.745, -2.240, -4.912)
C (4.070, -1.860, -5.355)
C (4.534, -2.438, -6.755)
N (4.612, -3.885, -6.771)
C (5.746, -4.439, -6.025)
C (5.832, -5.951, -6.351)
O (6.560, -6.610, -5.298)
C (6.576, -8.013, -5.338)
H (0.845, -2.066, -5.307)
H (1.709, -2.425, -6.735)
H (1.711, -0.767, -5.985)
H (4.782, -2.046, -4.551)
H (4.131, -0.773, -5.309)
H (5.542, -2.133, -7.037)
H (3.884, -2.084, -7.554)
H (3.779, -4.296, -6.373)
H (5.741, -4.250, -4.952)
H (6.695, -3.992, -6.319)
H (6.334, -6.140, -7.300)
H (4.899, -6.468, -6.578)
H (5.571, -8.436, -5.333)
H (7.058, -8.549, -4.521)
H (7.114, -8.290, -6.245)
C (16.030, 0.160, 1.435)
O (14.709, 0.520, 1.274)
C (13.696, -0.301, 1.886)
C (12.281, 0.326, 1.919)
N (11.196, -0.686, 2.183)
C (9.855, -0.086, 1.943)
C (9.493, 1.085, 2.797)
O (8.205, 1.710, 2.602)
C (7.121, 0.779, 2.671)
H (16.415, -0.724, 0.925)
H (16.212, -0.002, 2.497)
H (16.674, 0.943, 1.036)
H (14.017, -0.643, 2.870)
H (13.672, -1.215, 1.292)
H (12.145, 0.867, 0.982)
H (12.341, 0.940, 2.818)
H (11.368, -1.409, 1.499)
H (9.152, -0.905, 2.091)
H (9.693, 0.287, 0.931)
H (10.209, 1.871, 2.555)
H (9.634, 0.802, 3.840)
H (7.194, 0.115, 3.532)
H (7.170, 0.108, 1.813)
H (6.172, 1.316, 2.711)
C (-10.304, -9.227, 6.222)
O (-9.706, -8.008, 5.801)
C (-9.045, -7.231, 6.754)
C (-8.463, -5.938, 6.002)
N (-7.648, -6.219, 4.768)
C (-6.486, -7.058, 5.127)
C (-5.323, -7.013, 4.081)
O (-4.171, -7.601, 4.561)
C (-3.110, -7.713, 3.583)
H (-9.629, -10.032, 6.513)
H (-11.027, -9.487, 5.448)
H (-10.813, -8.999, 7.159)
H (-8.151, -7.755, 7.091)
H (-9.663, -7.036, 7.631)
H (-8.023, -5.210, 6.684)
H (-9.275, -5.351, 5.574)
H (-8.251, -6.742, 4.149)
H (-6.743, -8.087, 5.379)
H (-6.038, -6.778, 6.081)
H (-5.074, -5.965, 3.917)
H (-5.693, -7.407, 3.135)
H (-3.444, -8.294, 2.724)
H (-2.309, -8.333, 3.986)
H (-2.704, -6.763, 3.236)
C (4.711, 12.736, -7.803)
O (4.504, 11.304, -7.929)
C (3.413, 10.820, -7.108)
C (3.323, 9.363, -7.256)
N (2.012, 8.840, -6.924)
C (1.653, 8.936, -5.521)
C (0.314, 8.363, -5.086)
O (0.149, 6.971, -5.340)
C (0.928, 6.190, -4.487)
H (5.542, 13.081, -8.418)
H (5.019, 12.944, -6.778)
H (3.848, 13.382, -7.968)
H (2.555, 11.296, -7.584)
H (3.557, 11.127, -6.072)
H (4.102, 8.999, -6.586)
H (3.561, 9.078, -8.281)
H (1.972, 7.873, -7.211)
H (1.628, 9.985, -5.226)
H (2.368, 8.456, -4.854)
H (-0.446, 8.824, -5.716)
H (0.051, 8.660, -4.070)
H (0.655, 6.332, -3.442)
H (1.992, 6.344, -4.666)
H (0.765, 5.133, -4.697)
C (-5.126, -5.950, -2.976)
O (-4.930, -6.240, -4.338)
C (-4.061, -5.230, -4.905)
C (-3.901, -5.492, -6.398)
N (-3.192, -6.718, -6.661)
C (-3.284, -7.120, -8.089)
C (-2.186, -8.069, -8.433)
O (-2.475, -9.370, -7.858)
C (-1.585, -10.419, -8.022)
H (-4.207, -5.895, -2.392)
H (-5.669, -6.771, -2.507)
H (-5.799, -5.150, -2.669)
H (-3.109, -5.143, -4.381)
H (-4.528, -4.248, -4.842)
H (-3.410, -4.608, -6.804)
H (-4.918, -5.617, -6.768)
H (-3.749, -7.388, -6.151)
H (-3.182, -6.264, -8.755)
H (-4.188, -7.585, -8.481)
H (-1.238, -7.717, -8.026)
H (-2.025, -8.207, -9.502)
H (-1.430, -10.690, -9.066)
H (-1.936, -11.289, -7.468)
H (-0.566, -10.147, -7.749)
C (-1.050, -0.305, 0.511)
C (-0.763, -0.513, 2.007)
C (0.182, -1.641, 2.325)
O (-0.236, 0.632, 2.457)
H (-1.792, -1.013, 0.140)
H (-0.133, -0.468, -0.055)
H (-1.490, 0.676, 0.335)
H (-1.670, -0.743, 2.567)
H (0.122, -2.062, 3.328)
H (1.215, -1.393, 2.080)
H (-0.085, -2.526, 1.748)
H (0.128, 0.480, 3.332)
C (-6.514, 0.413, 1.673)
C (-6.485, -0.854, 2.480)
C (-6.544, -0.699, 3.976)
O (-7.665, -1.644, 2.276)
H (-5.651, 1.080, 1.675)
H (-7.409, 1.000, 1.878)
H (-6.530, 0.116, 0.624)
H (-5.667, -1.512, 2.184)
H (-6.676, -1.672, 4.450)
H (-7.352, -0.027, 4.264)
H (-5.600, -0.304, 4.353)
H (-7.513, -2.484, 2.715)
C (2.261, 3.262, 6.628)
C (1.492, 2.314, 7.525)
C (0.072, 2.758, 7.786)
O (1.410, 1.086, 6.834)
H (2.082, 4.254, 7.043)
H (1.815, 3.379, 5.640)
H (3.338, 3.127, 6.528)
H (1.974, 2.227, 8.499)
H (0.018, 3.525, 8.559)
H (-0.535, 1.973, 8.237)
H (-0.422, 3.081, 6.870)
H (1.231, 0.432, 7.513)

***

Entry 2:
C57H163N13O18 | ωB97M-V with the def2-TZVPD basis set

Properties
HOMO   -8.93 eV
Energy relative to the best compared isomer or geometry (same formula, charge and spin)   197.37 kcal/mol
Total energy   -117961.8855 eV
2S+1   1
E_LUMO   0.017 eV
Charge   0

Cartesian coordinates (Å):
C (18.244, -8.120, -38.981)
C (19.298, -7.504, -39.873)
C (18.710, -6.833, -41.170)
O (18.101, -7.901, -41.942)
C (17.690, -7.562, -43.250)
N (20.049, -6.567, -39.078)
H (17.704, -8.952, -39.433)
H (17.411, -7.469, -38.716)
H (18.591, -8.661, -38.101)
H (19.985, -8.326, -40.075)
H (19.457, -6.256, -41.714)
H (17.911, -6.161, -40.857)
H (18.375, -6.951, -43.838)
H (16.713, -7.078, -43.249)
H (17.539, -8.469, -43.834)
H (19.476, -5.881, -38.608)
H (20.501, -7.084, -38.338)
C (16.199, -4.612, -27.661)
C (17.727, -4.565, -27.706)
C (18.159, -4.018, -29.084)
O (17.675, -4.789, -30.233)
C (17.918, -6.182, -30.372)
N (18.138, -3.787, -26.536)
H (15.694, -5.348, -28.286)
H (15.835, -3.647, -28.015)
H (15.814, -4.759, -26.652)
H (18.089, -5.573, -27.509)
H (19.246, -3.961, -29.039)
H (17.842, -2.979, -29.168)
H (18.935, -6.496, -30.138)
H (17.754, -6.415, -31.424)
H (17.178, -6.713, -29.774)
H (18.996, -3.300, -26.754)
H (17.462, -3.059, -26.356)
C (12.273, -4.597, -38.422)
C (11.518, -5.756, -37.606)
C (11.186, -5.344, -36.150)
O (12.444, -5.226, -35.470)
C (12.251, -4.844, -34.131)
N (10.275, -6.080, -38.328)
H (13.327, -4.462, -38.181)
H (11.839, -3.597, -38.432)
H (12.268, -4.855, -39.481)
H (12.207, -6.598, -37.540)
H (10.546, -6.098, -35.692)
H (10.733, -4.352, -36.166)
H (11.929, -5.637, -33.457)
H (11.524, -4.033, -34.066)
H (13.209, -4.462, -33.780)
H (9.771, -5.210, -38.227)
H (9.798, -6.635, -37.631)
C (14.884, -14.811, -31.590)
C (15.579, -14.611, -32.973)
C (15.362, -13.289, -33.736)
O (14.100, -13.428, -34.453)
C (13.856, -12.372, -35.384)
N (17.026, -14.865, -32.826)
H (15.049, -15.831, -31.243)
H (13.824, -14.576, -31.678)
H (15.217, -14.165, -30.778)
H (15.294, -15.431, -33.633)
H (16.151, -13.151, -34.474)
H (15.404, -12.484, -33.002)
H (14.438, -11.469, -35.199)
H (12.770, -12.324, -35.301)
H (14.090, -12.648, -36.412)
H (17.404, -15.106, -33.731)
H (17.122, -15.778, -32.406)
C (18.640, -14.801, -24.311)
C (20.030, -14.435, -23.671)
C (20.088, -13.118, -22.859)
O (19.569, -12.002, -23.559)
C (19.917, -10.788, -23.013)
N (20.374, -15.541, -22.721)
H (17.818, -14.761, -23.596)
H (18.689, -15.809, -24.721)
H (18.395, -14.193, -25.182)
H (20.749, -14.351, -24.486)
H (21.127, -12.921, -22.595)
H (19.600, -13.184, -21.887)
H (19.488, -10.628, -22.024)
H (19.471, -10.007, -23.629)
H (21.004, -10.722, -23.060)
H (19.642, -16.010, -22.206)
H (21.092, -15.249, -22.074)
C (7.875, 4.554, -28.607)
C (8.020, 3.620, -27.436)
C (9.470, 3.204, -27.196)
O (10.015, 2.542, -28.331)
C (11.398, 2.176, -28.085)
N (7.488, 4.250, -26.238)
H (8.512, 5.433, -28.506)
H (6.875, 4.909, -28.855)
H (8.064, 4.107, -29.583)
H (7.406, 2.731, -27.585)
H (9.488, 2.487, -26.375)
H (10.123, 4.035, -26.927)
H (11.993, 3.081, -27.960)
H (11.944, 1.662, -28.876)
H (11.388, 1.575, -27.176)
H (6.501, 4.458, -26.293)
H (7.890, 5.176, -26.249)
C (13.906, -11.003, -25.366)
C (13.092, -11.770, -24.268)
C (12.290, -12.972, -24.739)
O (11.403, -12.619, -25.836)
C (10.705, -13.714, -26.365)
N (14.029, -12.075, -23.211)
H (13.293, -10.399, -26.035)
H (14.382, -11.737, -26.017)
H (14.641, -10.310, -24.957)
H (12.302, -11.096, -23.938)
H (11.623, -13.379, -23.979)
H (12.904, -13.791, -25.114)
H (11.290, -14.482, -26.871)
H (10.117, -13.364, -27.214)
H (10.027, -14.210, -25.670)
H (14.034, -11.338, -22.520)
H (14.958, -12.024, -23.603)
C (26.391, -11.488, -28.246)
C (27.326, -10.325, -27.961)
C (26.658, -9.114, -27.332)
O (25.782, -8.498, -28.290)
C (24.845, -7.525, -27.860)
N (28.248, -10.885, -26.959)
H (27.000, -12.216, -28.781)
H (25.552, -11.230, -28.893)
H (25.984, -11.970, -27.356)
H (27.814, -9.955, -28.863)
H (27.379, -8.419, -26.903)
H (26.046, -9.527, -26.529)
H (24.276, -7.074, -28.673)
H (25.242, -6.688, -27.285)
H (24.075, -7.965, -27.228)
H (28.629, -11.789, -27.200)
H (29.117, -10.398, -27.128)
C (8.165, -3.321, -26.302)
C (9.412, -3.437, -25.474)
C (9.104, -3.014, -24.109)
O (10.331, -3.165, -23.362)
C (10.140, -2.837, -22.022)
N (9.664, -4.874, -25.412)
H (8.303, -3.826, -27.258)
H (7.944, -2.256, -26.379)
H (7.326, -3.939, -25.986)
H (10.264, -2.893, -25.883)
H (8.207, -3.525, -23.759)
H (8.767, -1.992, -24.282)
H (11.040, -3.086, -21.459)
H (9.372, -3.454, -21.555)
H (9.894, -1.786, -21.873)
H (8.863, -5.274, -24.944)
H (10.452, -5.071, -24.812)
C (17.266, -0.263, -35.072)
C (18.444, -0.871, -35.732)
C (19.696, -0.290, -35.028)
O (19.883, 1.083, -35.418)
C (21.162, 1.699, -35.152)
N (18.401, -2.313, -35.415)
H (16.304, -0.666, -35.389)
H (17.315, 0.792, -35.339)
H (17.369, -0.310, -33.988)
H (18.378, -0.628, -36.792)
H (20.675, -0.734, -35.210)
H (19.611, -0.209, -33.945)
H (21.385, 1.854, -34.096)
H (21.138, 2.729, -35.509)
H (22.032, 1.224, -35.606)
H (18.316, -2.616, -34.455)
H (17.553, -2.660, -35.839)
C (10.215, -10.058, -31.762)
C (8.715, -9.843, -31.411)
C (7.735, -10.736, -32.198)
O (7.972, -10.649, -33.549)
C (6.998, -11.207, -34.368)
N (8.491, -9.695, -29.997)
H (10.556, -9.621, -32.700)
H (10.278, -11.146, -31.749)
H (10.953, -9.666, -31.061)
H (8.605, -8.790, -31.669)
H (6.711, -10.475, -31.931)
H (7.778, -11.786, -31.909)
H (7.145, -10.772, -35.357)
H (5.962, -10.956, -34.138)
H (7.026, -12.295, -34.326)
H (8.994, -10.500, -29.652)
H (8.945, -8.933, -29.514)
C (19.187, 3.207, -27.799)
C (19.147, 3.796, -26.381)
C (20.153, 2.988, -25.576)
O (20.098, 3.392, -24.177)
C (20.868, 2.558, -23.331)
N (19.580, 5.199, -26.469)
H (18.701, 2.232, -27.788)
H (20.211, 3.109, -28.161)
H (18.665, 3.806, -28.546)
H (18.194, 3.665, -25.869)
H (21.171, 3.097, -25.952)
H (19.868, 1.937, -25.612)
H (21.886, 2.329, -23.648)
H (20.377, 1.590, -23.234)
H (20.962, 2.899, -22.300)
H (20.462, 5.282, -26.954)
H (19.799, 5.388, -25.502)
C (24.777, -10.846, -36.383)
C (24.040, -10.815, -35.036)
C (23.974, -9.385, -34.365)
O (23.514, -8.354, -35.166)
C (23.408, -7.077, -34.493)
N (22.686, -11.257, -35.302)
H (24.635, -9.982, -37.033)
H (24.711, -11.816, -36.875)
H (25.835, -10.839, -36.122)
H (24.499, -11.537, -34.361)
H (25.002, -9.099, -34.144)
H (23.365, -9.438, -33.463)
H (22.369, -6.873, -34.234)
H (23.523, -6.184, -35.108)
H (24.128, -6.938, -33.686)
H (22.342, -10.581, -35.968)
H (22.258, -11.037, -34.414)
C (19.977, -12.063, -29.079)
O (19.810, -12.025, -30.481)
H (20.518, -11.212, -28.664)
H (19.037, -12.047, -28.527)
H (20.550, -12.949, -28.806)
H (19.306, -12.815, -30.688)
C (23.381, 0.148, -29.223)
O (23.331, -0.450, -27.962)
H (24.054, -0.414, -29.870)
H (22.416, -0.028, -29.697)
H (23.540, 1.226, -29.204)
H (24.182, -0.225, -27.580)
C (21.682, -3.723, -21.319)
O (22.582, -3.800, -20.320)
H (21.682, -4.630, -21.924)
H (20.681, -3.539, -20.928)
H (21.996, -2.923, -21.988)
H (22.429, -4.616, -19.838)
C (15.182, 0.193, -22.429)
O (14.791, -0.638, -23.469)
H (15.273, -0.334, -21.479)
H (16.154, 0.566, -22.753)
H (14.525, 1.052, -22.291)
H (13.936, -0.971, -23.187)
C (15.342, -6.009, -20.254)
O (15.238, -7.326, -19.742)
H (14.538, -5.872, -20.977)
H (15.297, -5.248, -19.474)
H (16.363, -5.895, -20.616)
H (15.219, -7.320, -18.782)